Entry 1:
{"formula": "C44H65Zr", "method": "wB97M-V/def2-TZVPD", "symbols": ["C", "C", "C", "C", "C", "C", "C", "C", "C", "C", "Zr", "C", "C", "C", "C", "C", "C", "C", "C", "C", "C", "C", "C", "H", "H", "H", "H", "H", "H", "H", "H", "H", "H", "H", "H", "H", "H", "H", "H", "H", "H", "H", "H", "H", "H", "H", "H", "H", "H", "H", "H", "H", "H", "H", "H", "H", "H", "H", "H", "C", "C", "C", "C", "C", "C", "C", "C", "C", "C", "C", "C", "C", "C", "C", "C", "C", "C", "C", "C", "C", "C", "H", "H", "H", "H", "H", "H", "H", "H", "H", "H", "H", "H", "H", "H", "H", "H", "H", "H", "H", "H", "H", "H", "H", "H", "H", "H", "H", "H", "H"], "xyz": [[2.3714, 1.3306, -1.2732], [2.1909, 1.1785, 0.2041], [3.0119, 0.3865, 1.0863], [4.0587, -0.5795, 0.6679], [2.8354, 0.8599, 2.4012], [3.6616, 0.4481, 3.5686], [1.8729, 1.8890, 2.3909], [1.6045, 2.8269, 3.5011], [1.3914, 2.0548, 1.0415], [0.5482, 3.1745, 0.5358], [0.0014, 0.1840, 0.4145], [-1.1861, 0.8623, -1.5513], [0.8687, -1.6807, -0.3882], [-1.4316, -1.0174, 1.8491], [-2.0349, -2.1462, 1.0813], [-0.3976, -1.1200, 2.8521], [0.4114, -2.3246, 3.1527], [-0.4996, 0.0221, 3.6941], [0.1393, 0.1337, 5.0256], [-1.4065, 0.9382, 3.1097], [-1.8576, 2.2329, 3.6646], [-1.9924, 0.3198, 1.9528], [-3.2244, 0.7977, 1.2611], [3.3824, 1.0095, -1.5704], [1.6563, 0.7322, -1.8667], [2.2526, 2.3812, -1.5869], [5.0695, -0.1944, 0.8794], [3.9570, -1.5328, 1.2080], [4.0010, -0.7949, -0.4043], [4.5045, 1.1418, 3.7204], [3.0860, 0.4357, 4.5018], [4.0873, -0.5526, 3.4143], [2.4196, 3.5649, 3.6050], [0.6755, 3.3817, 3.3436], [-0.2552, 0.9845, 5.5968], [1.1211, 3.8300, -0.1432], [-0.3365, 2.8302, -0.0314], [0.1741, 3.7969, 1.3640], [-2.1734, 0.3969, -1.5076], [-1.3293, 1.9440, -1.6463], [-0.6650, 0.4982, -2.4450], [1.6085, -2.1462, 0.2872], [0.1360, -2.4695, -0.6272], [1.4076, -1.4692, -1.3281], [-3.1254, -2.1718, 1.2283], [-1.8581, -2.0692, -0.0030], [-1.6402, -3.1146, 1.4159], [-0.1177, -3.2428, 2.8676], [1.3706, -2.3199, 2.6122], [0.6462, -2.3858, 4.2234], [-0.0556, -0.7740, 5.6148], [1.2314, 0.2383, 4.9544], [1.5194, 2.3086, 4.4641], [-2.9565, 2.2770, 3.7373], [-1.4513, 2.4150, 4.6672], [-1.5506, 3.0777, 3.0270], [-3.9274, 1.2488, 1.9791], [-2.9989, 1.5678, 0.5070], [-3.7507, -0.0176, 0.7430], [1.6529, -3.2067, -3.8231], [0.7967, -2.1717, -4.4775], [1.1077, -0.8117, -4.3586], [0.2855, 0.1792, -4.9090], [0.7323, 1.6136, -4.7711], [-0.9027, -0.2009, -5.5670], [-1.9174, 0.8217, -6.0650], [-1.4992, 1.3980, -7.4225], [-2.2925, 1.9224, -5.0325], [-2.6343, 1.3763, -3.7019], [-3.7542, 1.8597, -2.9685], [-4.6273, 0.9190, -2.3273], [-4.4315, -0.5591, -2.5064], [-5.7321, 1.3734, -1.6244], [-6.0737, 2.7284, -1.5677], [-7.3241, 3.1683, -0.8714], [-5.2203, 3.6495, -2.1892], [-4.0716, 3.2615, -2.8645], [-3.2197, 4.3331, -3.4826], [-1.1315, -1.5679, -5.8314], [-2.2492, -2.0270, -6.7359], [-0.3319, -2.5280, -5.2160], [1.4492, -4.1878, -4.2623], [2.7140, -2.9748, -3.9621], [1.4600, -3.2646, -2.7445], [2.0205, -0.5140, -3.8404], [0.6386, 2.1805, -5.7075], [0.1775, 2.1441, -3.9798], [1.7921, 1.6522, -4.4737], [-2.8576, 0.2778, -6.2330], [-1.2575, 0.5787, -8.1154], [-2.3174, 1.9864, -7.8535], [-0.6156, 2.0405, -7.3309], [-1.4987, 2.6847, -4.9895], [-3.1840, 2.4295, -5.4364], [-2.3532, 0.3272, -3.5892], [-5.2179, -1.0921, -1.9568], [-4.5137, -0.8525, -3.5670], [-3.4685, -0.9326, -2.1312], [-6.3834, 0.6375, -1.1452], [-7.3947, 4.2600, -0.8630], [-8.2184, 2.7759, -1.3711], [-7.3540, 2.8099, 0.1653], [-5.4804, 4.7114, -2.1561], [-3.5445, 5.3103, -3.0979], [-2.1525, 4.2118, -3.2421], [-3.3302, 4.3697, -4.5773], [-2.1218, -3.0961, -6.9610], [-3.2388, -1.9138, -6.2603], [-2.2657, -1.4827, -7.6951], [-0.5871, -3.5848, -5.3347]], "forces_ev_per_angstrom": [[-0.2, -0.2, -0.6], [0.5, -0.2, 1.3], [-0.7, 1.2, -0.7], [0.2, -0.4, -0.1], [-0.6, 0.4, -0.3], [0.2, -0.2, 0.3], [0.2, -0.4, -1.3], [-0.3, 0.2, 0.7], [1.4, -0.2, 0.6], [-0.4, 0.6, -0.2], [0.0, 1.0, -0.1], [1.4, -0.9, 2.3], [0.3, -0.9, -0.2], [0.3, 0.8, 0.8], [-0.3, -0.3, -0.5], [-1.5, 0.5, 0.1], [0.5, -0.5, 0.0], [-0.3, 0.0, -1.2], [0.5, 0.1, 0.4], [0.1, -1.3, -0.7], [-0.1, 0.7, 0.2], [0.4, -0.9, 0.7], [-0.3, 0.4, -0.4], [-0.3, 0.1, 0.1], [0.2, 0.3, 0.0], [0.0, -0.3, 0.1], [-0.2, -0.1, 0.0], [0.1, 0.1, -0.2], [0.0, 0.0, 0.2], [-0.1, -0.2, 0.0], [0.2, 0.0, -0.2], [-0.1, 0.2, 0.1], [-0.2, -0.2, -0.1], [0.2, 0.0, 0.1], [0.2, -0.2, -0.1], [-0.2, -0.1, 0.1], [0.2, 0.3, 0.1], [0.1, -0.2, -0.3], [0.2, 0.2, 0.0], [0.0, -0.3, 0.0], [-0.1, 0.1, 0.3], [-0.2, 0.1, -0.1], [0.1, 0.2, 0.0], [-0.1, 0.1, 0.2], [0.2, 0.0, 0.0], [-0.2, -0.2, 0.2], [0.0, 0.3, -0.2], [0.2, 0.1, 0.1], [-0.2, -0.1, 0.2], [-0.1, 0.0, -0.2], [0.0, 0.2, -0.1], [-0.3, 0.0, 0.1], [0.0, 0.2, -0.1], [0.3, 0.0, 0.0], [-0.1, 0.0, -0.2], [-0.1, -0.2, 0.2], [0.1, -0.1, -0.2], [-0.3, -0.2, 0.1], [0.2, 0.3, 0.1], [0.1, -0.3, 0.1], [-0.4, 0.6, 0.0], [-0.3, -0.3, -0.4], [0.0, -0.4, 0.1], [0.3, 0.4, 0.3], [0.2, 0.1, -0.3], [-0.2, 0.2, 0.2], [0.0, -0.1, -0.1], [0.2, 0.4, -0.7], [-1.3, -0.3, -0.1], [1.0, -0.5, -1.0], [-0.2, 0.4, 0.5], [-0.2, -0.2, 0.2], [0.2, 0.1, -0.2], [0.3, 0.1, 0.1], [-0.1, 0.0, 0.1], [-0.2, -0.4, 0.0], [-0.6, -0.3, 0.1], [0.0, 0.3, -0.1], [0.0, 0.4, 0.5], [-0.4, -0.2, 0.0], [0.4, 0.0, -0.1], [0.1, 0.0, 0.1], [-0.1, -0.1, 0.1], [0.0, 0.0, -0.2], [-0.1, -0.1, -0.1], [-0.1, -0.2, 0.4], [0.0, -0.2, -0.3], [-0.2, -0.1, -0.1], [0.2, 0.1, 0.1], [0.0, 0.3, 0.0], [0.1, 0.0, 0.0], [-0.2, -0.1, -0.1], [-0.1, 0.1, -0.5], [0.3, 0.0, -0.3], [-0.5, 0.3, -0.1], [0.1, 0.0, 0.0], [0.2, 0.1, 0.2], [-0.1, 0.0, -0.2], [0.0, 0.1, -0.1], [-0.1, -0.1, 0.1], [0.0, 0.1, 0.1], [-0.1, 0.1, 0.0], [0.1, -0.2, 0.1], [0.1, -0.1, -0.1], [-0.2, -0.1, -0.1], [0.3, 0.0, 0.3], [0.0, 0.3, 0.0], [0.3, 0.1, -0.2], [0.0, -0.1, 0.4], [0.2, 0.2, 0.0]], "total_charge": -1, "orbital_gap_ha": 0.143, "molar_mass_g_mol": 685.23}

Entry 2:
{"formula": "C4H5NO", "method": "wB97M-V/def2-TZVPD", "symbols": ["N", "C", "C", "C", "C", "O", "H", "H", "H", "H", "H"], "xyz": [[1.5629, -1.3434, -1.3894], [0.8228, -0.5647, -0.8790], [-0.7833, -0.2526, -0.8373], [-0.6612, 0.6809, 0.2610], [0.3132, 0.2253, 1.2529], [1.2288, 0.4679, 0.1585], [-1.2704, -1.2051, -0.6156], [-1.1679, 0.1826, -1.7614], [-0.8926, 1.7399, 0.1970], [0.5438, 0.8992, 2.0742], [0.3039, -0.8298, 1.5390]], "forces_ev_per_angstrom": [[-0.3, 0.4, 0.1], [0.1, -0.2, -0.1], [0.0, -0.1, -0.1], [-0.4, 0.1, 0.2], [-0.2, 0.1, 0.1], [0.6, -0.3, -0.2], [0.1, 0.2, 0.1], [0.2, -0.2, 0.1], [0.1, -0.2, 0.0], [-0.1, -0.1, 0.0], [-0.1, 0.2, 0.0]], "orbital_gap_ha": [0.295, 0.252], "molar_mass_g_mol": 83.09}

Entry 3:
{"formula": "C8H14", "method": "wB97M-V/def2-TZVPD", "symbols": ["C", "C", "C", "C", "C", "C", "C", "C", "H", "H", "H", "H", "H", "H", "H", "H", "H", "H", "H", "H", "H", "H"], "xyz": [[-2.1878, 0.1477, 1.8470], [-1.4141, -0.3429, 0.6187], [0.0727, 0.0428, 0.6687], [0.7447, -0.1704, -0.6632], [0.9318, 0.8369, -1.5223], [0.6056, 2.2755, -1.2682], [1.7556, -2.3970, -0.1869], [1.1949, -1.5277, -1.0258], [-1.7909, 1.1060, 2.1911], [-3.2339, 0.3598, 1.6257], [-2.2020, -0.5548, 2.6806], [-1.9139, 0.0491, -0.2701], [-1.4290, -1.4260, 0.5838], [0.5271, -0.6454, 1.3809], [0.2805, 1.0402, 1.0655], [1.4338, 0.5997, -2.4623], [0.9489, 2.9151, -2.0789], [1.0527, 2.6492, -0.3464], [-0.4605, 2.4609, -1.1065], [2.0152, -2.1317, 0.8362], [1.9988, -3.3917, -0.5279], [1.0697, -1.8953, -2.0398]], "forces_ev_per_angstrom": [[-0.2, 0.3, 0.1], [-0.1, 0.5, 0.5], [0.3, -0.5, 0.0], [0.1, 0.5, -0.3], [0.2, -0.3, -0.1], [-0.2, 0.3, 0.2], [0.0, 0.3, 0.1], [0.1, -0.6, 0.3], [0.1, -0.1, 0.1], [-0.1, -0.2, -0.2], [0.3, 0.0, 0.0], [0.3, 0.0, -0.1], [-0.3, -0.2, -0.3], [0.1, 0.0, 0.2], [-0.4, 0.1, -0.2], [-0.2, 0.1, 0.1], [-0.1, 0.0, 0.0], [0.3, -0.1, 0.0], [-0.1, -0.2, -0.3], [-0.2, -0.2, -0.1], [0.2, -0.1, 0.0], [-0.2, 0.4, -0.1]], "orbital_gap_ha": 0.352, "molar_mass_g_mol": 110.20}

Entry 4:
{"formula": "C8H36O10", "method": "wB97M-V/def2-TZVPD", "symbols": ["O", "H", "H", "O", "H", "H", "C", "O", "H", "H", "H", "H", "C", "O", "H", "H", "H", "H", "C", "O", "H", "H", "H", "H", "C", "O", "H", "H", "H", "H", "C", "O", "H", "H", "H", "H", "C", "O", "H", "H", "H", "H", "C", "O", "H", "H", "H", "H", "C", "O", "H", "H", "H", "H"], "xyz": [[12.6385, 9.7684, 6.5172], [11.7751, 10.2457, 6.5115], [13.2821, 10.5258, 6.5432], [9.3676, 9.7284, 8.6137], [9.2332, 9.8169, 7.6623], [9.7007, 10.5911, 8.8870], [14.2312, 5.3685, 6.8980], [14.8850, 6.5665, 7.1495], [13.1737, 5.4985, 7.1176], [14.1875, 5.2369, 5.7701], [14.7263, 4.4795, 7.3675], [14.8205, 6.8180, 8.0756], [5.1027, 5.8318, 6.9290], [5.8928, 7.0525, 6.8364], [4.1353, 6.0872, 6.5757], [5.5201, 4.9853, 6.2902], [4.9606, 5.5287, 7.9916], [6.8423, 6.7822, 6.8774], [7.4334, 7.0933, 10.2008], [6.0840, 6.7391, 9.9273], [8.0633, 6.2259, 9.9464], [7.7936, 7.9856, 9.6865], [7.5512, 7.2990, 11.2456], [6.0055, 7.0364, 9.0000], [9.5241, 8.8363, 5.1585], [8.8326, 9.8867, 5.9255], [8.8180, 8.1931, 4.5458], [10.2713, 9.3065, 4.5055], [10.0241, 8.2843, 5.8961], [7.8556, 9.7432, 5.7875], [5.3037, 10.1424, 6.2757], [5.9093, 9.3917, 5.1219], [5.8017, 10.0659, 7.2721], [5.3814, 11.2031, 6.0589], [4.2632, 9.9199, 6.2846], [5.9198, 8.4426, 5.3025], [9.0393, 4.8658, 5.8886], [8.7430, 6.0466, 6.5932], [8.1448, 4.2443, 5.7215], [9.4882, 5.1180, 4.9384], [9.7620, 4.2630, 6.5119], [9.5727, 6.3661, 6.9675], [14.7080, 9.0720, 9.3845], [13.4837, 8.4648, 9.0740], [14.6933, 10.1631, 9.2621], [14.9011, 8.9075, 10.4594], [15.4817, 8.5855, 8.8058], [13.2394, 8.6338, 8.1699], [11.0412, 6.9157, 9.7660], [10.5089, 5.6283, 9.9362], [12.1013, 7.0583, 10.0471], [10.8689, 7.0918, 8.6904], [10.4271, 7.5838, 10.3607], [11.2644, 5.0389, 10.0665]], "forces_ev_per_angstrom": [[0.0, 1.8, 0.0], [0.7, -0.7, 0.1], [-0.7, -1.2, -0.1], [0.3, 0.2, 0.5], [-0.3, 0.0, -0.5], [-0.1, -0.2, 0.1], [-0.4, -0.7, -1.6], [1.0, 0.8, 0.0], [-0.3, -0.6, 0.7], [0.6, 0.0, 1.3], [-0.7, 0.6, -0.3], [-0.3, -0.2, 0.0], [1.0, -0.4, 0.2], [0.7, -1.2, 0.1], [-0.9, 0.2, -0.5], [-0.4, 1.1, 0.9], [0.5, 0.0, -0.7], [-0.6, 0.2, -0.1], [0.6, -0.9, -0.1], [0.0, 0.9, -1.0], [0.2, 0.4, 0.1], [-0.2, 0.0, -0.3], [-0.1, 0.0, 0.7], [-0.6, -0.3, 0.5], [-1.4, 1.2, -0.8], [-0.9, -1.0, -1.1], [0.8, 0.8, 0.9], [-0.3, -0.1, 0.0], [0.8, -1.2, 0.7], [1.0, 0.3, 0.0], [1.3, -0.3, -1.0], [0.1, 1.4, 1.5], [-0.3, -0.8, -0.8], [0.2, 0.1, -0.6], [-0.8, -0.4, 0.5], [-0.3, 0.0, 0.6], [0.8, -1.2, 0.8], [-0.5, 0.4, 0.3], [0.2, 0.5, 0.2], [0.2, -0.2, -0.4], [-0.7, 0.3, -0.8], [-0.3, 0.1, 0.1], [0.0, 0.1, 0.8], [-0.3, -0.3, 0.9], [0.1, -0.2, -0.3], [-0.1, -0.1, -0.5], [0.7, 0.4, -0.1], [-0.2, 0.4, -0.8], [-0.2, 0.5, -0.7], [0.7, -1.6, 0.8], [-0.7, -0.3, -0.3], [0.5, 0.9, 0.3], [0.0, 0.4, -0.2], [-0.5, -0.1, 0.0]], "orbital_gap_ha": 0.362, "molar_mass_g_mol": 292.37}

Entry 5:
{"formula": "C3H9N2O", "method": "wB97M-V/def2-TZVPD", "symbols": ["C", "C", "C", "N", "N", "O", "H", "H", "H", "H", "H", "H", "H", "H", "H"], "xyz": [[0.5167, -0.8181, 0.6812], [-0.6670, 0.9354, 0.4581], [0.0872, 0.0590, -0.5647], [-0.7865, -0.7283, -1.4713], [0.0043, 0.3214, 1.5892], [1.1239, 0.7635, -1.1828], [-0.0801, -1.6820, 0.8612], [1.6736, -1.0666, 0.5744], [-0.5101, 2.0494, 0.1813], [-1.7673, 0.7764, 0.4170], [-1.2927, -0.1738, -2.1680], [-0.3137, -1.3672, -2.0656], [-0.4821, -0.1849, 2.2331], [0.6402, 0.9353, 1.8939], [1.8535, 0.1805, -1.4370]], "forces_ev_per_angstrom": [[4.2, -0.8, -3.2], [-2.3, 2.5, -3.3], [0.4, -1.1, 3.1], [1.1, 2.9, -1.2], [-1.3, -0.6, -2.5], [-2.2, -0.1, -0.2], [-0.3, -0.7, 0.1], [-2.2, 0.3, 0.5], [0.1, -1.7, 1.2], [0.8, -0.1, 0.3], [-1.4, 0.7, 0.3], [1.3, -2.4, -0.2], [-2.1, -0.5, 2.9], [3.4, 2.4, 2.3], [0.5, -0.9, -0.1]], "total_charge": 1, "orbital_gap_ha": [0.155, 0.269], "multiplicity": 3, "molar_mass_g_mol": 89.12}

Entry 6:
{"formula": "C5H8N2", "method": "wB97M-V/def2-TZVPD", "symbols": ["C", "N", "C", "C", "C", "C", "N", "H", "H", "H", "H", "H", "H", "H", "H"], "xyz": [[-1.3733, -1.4556, 0.3844], [-0.2101, -0.8262, 0.0006], [1.0272, -1.1380, -0.3413], [1.8613, 0.0229, -0.1321], [1.1057, 1.0583, 0.3087], [-0.3267, 0.6278, 0.2732], [-1.1165, 1.3264, -0.7184], [-1.7170, -2.3116, -0.1684], [-1.4329, -1.5104, 1.4717], [-1.0475, 0.4793, 1.1156], [1.3416, -2.1677, -0.4480], [2.9439, 0.0045, -0.2281], [1.4388, 2.0647, 0.5312], [-1.9430, 1.7315, -0.2972], [-0.5980, 2.0507, -1.2003]], "forces_ev_per_angstrom": [[0.3, -0.9, -0.1], [-0.5, 0.5, -0.1], [0.6, 0.0, -0.1], [-0.1, -0.4, -0.1], [-0.1, 0.1, 0.2], [-0.3, -0.3, 0.3], [-0.1, 0.1, -0.1], [0.3, -0.4, -0.1], [-0.7, 0.4, -0.2], [0.9, 1.1, 0.5], [-0.1, 0.2, -0.2], [-0.3, 0.1, -0.1], [-0.1, -0.2, 0.1], [0.1, -0.1, -0.2], [0.0, -0.2, 0.0]], "orbital_gap_ha": [0.248, 0.286], "molar_mass_g_mol": 96.13}